# 1
{
  "formula": "C25H50ClF3IrO3P2SSi2",
  "method": "ωB97M-V/def2-TZVPD",
  "symbols": ["Ir", "C", "C", "C", "Si", "C", "C", "Si", "H", "H", "H", "Cl", "C", "C", "C", "C", "H", "H", "H", "H", "H", "H", "H", "H", "H", "H", "H", "H", "C", "C", "P", "H", "H", "P", "H", "H", "C", "C", "C", "C", "C", "H", "C", "H", "H", "H", "H", "H", "H", "H", "C", "C", "H", "H", "H", "H", "H", "H", "H", "C", "C", "H", "H", "H", "H", "H", "H", "C", "C", "H", "H", "H", "H", "H", "H", "H", "C", "H", "H", "H", "F", "C", "F", "F", "S", "O", "O", "O"],
  "coordinates": [[0.0453, 0.0743, -0.1179], [2.7210, -0.5305, -0.9316], [1.7097, -0.7088, -1.9054], [0.9706, 0.5638, -1.9849], [1.2096, -2.3615, -2.6174], [1.4920, 1.4317, -0.9607], [2.5730, 0.7046, -0.2669], [3.3458, 1.1341, 1.3852], [3.5263, -1.2349, -0.7482], [0.3079, 0.8783, -2.7813], [1.2722, 2.4893, -0.8742], [-4.2767, 1.7781, 1.7525], [4.5839, -0.1544, 1.9062], [4.1361, 2.8255, 1.2877], [2.3749, -3.7079, -2.0645], [1.1390, -2.2570, -4.4817], [4.6733, 2.9194, 0.3333], [4.8662, 2.9192, 2.1035], [3.4153, 3.6493, 1.3658], [4.1472, -1.1624, 1.8534], [4.9051, 0.0464, 2.9371], [5.4647, -0.1142, 1.2504], [1.9910, -1.6622, -4.8410], [0.2140, -1.8066, -4.8636], [1.2323, -3.2718, -4.8938], [3.3270, -3.6146, -2.6066], [1.9358, -4.6910, -2.2855], [2.5734, -3.6349, -0.9852], [1.8824, 1.1266, 2.5858], [-0.4937, -2.7032, -1.8649], [0.2434, 1.4070, 1.8200], [2.0800, 1.8850, 3.3610], [1.8495, 0.1463, 3.0897], [-1.4837, -1.2327, -1.3750], [-0.3513, -3.3015, -0.9492], [-1.0478, -3.3235, -2.5849], [-3.1038, -1.9813, -0.7829], [-1.9004, -0.4932, -3.0637], [0.3280, 3.2636, 1.4654], [-0.9668, 1.2128, 3.2269], [-1.5206, -0.2089, 3.3138], [-1.7969, 1.8917, 2.9612], [-0.4019, 1.5763, 4.5982], [0.3718, 0.8551, 4.8928], [-1.2157, 1.5127, 5.3326], [0.0149, 2.5837, 4.6601], [-1.8633, -0.5892, 2.3484], [-2.3779, -0.2146, 4.0026], [-0.7562, -0.9015, 3.6933], [1.2708, 3.3609, 0.9031], [0.4290, 4.1498, 2.7071], [-0.8196, 3.7342, 0.5749], [1.2969, 3.9234, 3.3377], [-0.4832, 4.1019, 3.3152], [0.5422, 5.1924, 2.3766], [-0.9060, 3.1443, -0.3461], [-0.6339, 4.7778, 0.2843], [-1.7795, 3.7054, 1.1089], [-0.9186, -0.4039, -3.5529], [-2.5093, 0.9037, -2.9220], [-2.7805, -1.3776, -3.9480], [-2.3250, -2.3491, -4.1828], [-2.9363, -0.8585, -4.9049], [-3.7701, -1.5427, -3.5021], [-1.9094, 1.5639, -2.2838], [-3.5311, 0.8544, -2.5200], [-2.5689, 1.3643, -3.9186], [-3.2106, -2.0646, 0.7414], [-3.3798, -3.3746, -1.3560], [-3.8790, -1.2851, -1.1483], [-2.6412, -4.1001, -0.9920], [-3.3972, -3.4089, -2.4486], [-4.3663, -3.7019, -1.0036], [-2.2894, -2.4730, 1.1785], [-4.0366, -2.7349, 1.0173], [-3.4293, -1.0933, 1.1935], [-3.1159, 1.3315, 0.4783], [-2.1620, 0.9895, 0.9117], [-3.5657, 0.5392, -0.1260], [-2.9594, 2.2227, -0.1343], [1.5743, -4.9538, 2.7558], [0.6684, -4.2658, 2.0338], [0.5397, -4.8587, 0.8134], [-0.5336, -4.3248, 2.6544], [1.1926, -2.4876, 1.8153], [1.2567, -1.9342, 3.1562], [2.4250, -2.5320, 1.0452], [0.0236, -1.9610, 1.0233]],
  "orbital_gap_ev": [3.052, 6.671],
  "spin_multiplicity": 6
}

# 2
{
  "formula": "C25H50ClF3O3P2PdSSi2",
  "method": "ωB97M-V/def2-TZVPD",
  "symbols": ["Pd", "C", "C", "C", "Si", "C", "C", "Si", "H", "H", "H", "Cl", "C", "C", "C", "C", "H", "H", "H", "H", "H", "H", "H", "H", "H", "H", "H", "H", "C", "C", "P", "H", "H", "P", "H", "H", "C", "C", "C", "C", "C", "H", "C", "H", "H", "H", "H", "H", "H", "H", "C", "C", "H", "H", "H", "H", "H", "H", "H", "C", "C", "H", "H", "H", "H", "H", "H", "C", "C", "H", "H", "H", "H", "H", "H", "H", "C", "H", "H", "H", "F", "C", "F", "F", "S", "O", "O", "O"],
  "coordinates": [[-0.7475, -0.2230, -0.3056], [1.8992, -0.2192, -1.9088], [1.1015, -1.3934, -1.9367], [-0.2474, -0.9941, -2.2904], [1.8066, -3.0375, -1.4251], [-0.2606, 0.4384, -2.4009], [1.0752, 0.9115, -2.1433], [1.7573, 2.6274, -1.9381], [2.9543, -0.1890, -1.7363], [-1.0696, -1.6654, -2.5828], [-1.0910, 1.0449, -2.7957], [-4.3909, 0.0718, 1.4250], [3.6156, 2.5862, -1.8462], [1.2210, 3.6987, -3.3684], [3.6648, -3.0027, -1.3398], [1.2478, -4.3295, -2.6545], [1.8673, 3.4497, -4.2251], [1.3551, 4.7662, -3.1364], [0.1794, 3.5322, -3.6727], [3.9683, 2.0694, -0.9414], [4.0180, 3.6095, -1.8437], [4.0116, 2.0570, -2.7263], [1.8700, -4.2080, -3.5556], [0.1955, -4.2320, -2.9536], [1.4130, -5.3398, -2.2503], [4.0694, -2.6434, -2.2979], [4.0433, -4.0187, -1.1515], [4.0065, -2.3269, -0.5403], [1.0026, 3.1946, -0.2952], [1.0564, -3.3096, 0.2935], [-0.6363, 2.4814, 0.0681], [0.9588, 4.2938, -0.2788], [1.6621, 2.8839, 0.5294], [-0.5786, -2.5488, 0.5122], [1.7284, -2.8596, 1.0471], [1.0137, -4.3896, 0.5078], [-1.0922, -3.0536, 2.2174], [-1.6476, -3.6365, -0.5576], [-1.6778, 3.3864, -1.1887], [-1.1476, 3.3168, 1.6561], [-1.0130, 2.3946, 2.8697], [-2.2179, 3.5499, 1.5234], [-0.3963, 4.6152, 1.9687], [0.6680, 4.4080, 2.1418], [-0.8037, 5.0500, 2.8934], [-0.4815, 5.3813, 1.1925], [-1.5393, 1.4437, 2.7462], [-1.4474, 2.9025, 3.7441], [0.0440, 2.1845, 3.0842], [-1.2497, 3.0952, -2.1587], [-1.6282, 4.9157, -1.0728], [-3.1318, 2.9059, -1.1306], [-0.6189, 5.3406, -1.1201], [-2.1095, 5.2592, -0.1472], [-2.1936, 5.3527, -1.9093], [-3.2432, 1.8584, -1.4294], [-3.7498, 3.5118, -1.8076], [-3.5527, 3.0041, -0.1205], [-1.2285, -3.5212, -1.5677], [-3.1038, -3.1571, -0.5785], [-1.6127, -5.1244, -0.1837], [-0.6093, -5.5651, -0.1630], [-2.1883, -5.6880, -0.9337], [-2.0949, -5.3032, 0.7870], [-3.2234, -2.1734, -1.0428], [-3.5263, -3.0965, 0.4337], [-3.7175, -3.8682, -1.1499], [-0.9174, -1.9081, 3.2162], [-0.3635, -4.2830, 2.7667], [-2.1687, -3.2761, 2.1346], [0.7061, -4.0724, 2.8912], [-0.4736, -5.1782, 2.1494], [-0.7723, -4.5215, 3.7582], [0.1493, -1.6912, 3.3762], [-1.3582, -2.1972, 4.1832], [-1.4196, -0.9962, 2.8793], [-2.7679, -0.0072, 0.5716], [-3.1774, -0.0855, -0.4450], [-2.5382, -0.9374, 1.1607], [-2.4878, 1.0074, 0.9786], [4.4028, 0.9924, 3.3068], [3.4170, 1.3811, 2.4554], [2.6106, 2.2559, 3.1261], [3.9890, 2.0878, 1.4243], [2.3920, -0.0679, 1.8860], [3.2275, -0.6240, 0.8243], [2.2312, -0.8815, 3.0703], [1.1126, 0.5263, 1.4477]],
  "orbital_gap_ev": [3.807, 6.275],
  "spin_multiplicity": 5
}

Number 1: strongest force on any atom 2.8 eV/Å. Number 2: strongest force on any atom 6.4 eV/Å.